Molecular formula: H6N2
Method: DFT, wB97M-V/def2-TZVPD

Geometry as XYZ:
```
8
Properties=species:S:1:pos:R:3:forces:R:3
N 1.38511 -1.75862 2.06074 0.468 0.113 -0.035
N -1.62687 1.94071 -2.18486 -0.058 -0.410 0.236
H 1.54267 -0.87655 1.56298 -0.042 -0.442 0.256
H -1.94008 2.09299 -1.22084 0.153 -0.111 -0.475
H -0.76111 1.39436 -2.13409 -0.451 0.246 -0.010
H -2.32892 1.34532 -2.63572 0.355 0.273 0.250
H 1.81148 -1.65810 2.98741 -0.187 -0.043 -0.474
H 1.91771 -2.48012 1.56436 -0.239 0.374 0.252
```
Forces are in eV/Å.

Calculated values
- 2S+1 = 1
- gap between HOMO and LUMO (Eh) = 0.409
- net charge = 0
- lowest unoccupied orbital energy (eV) = 0.9708
- molecular weight (g mol⁻¹) = 34.062
- SMILES = N.N



Molecular formula: H6N3O4P2
Method: DFT, wB97M-V/def2-TZVPD

Geometry as XYZ:
```
15
Properties=species:S:1:pos:R:3:forces:R:3
P -0.14826 0.36120 -2.24877 1.380 -0.086 -0.935
P -0.30485 -0.13442 1.20305 0.855 -3.163 -4.289
O -0.69526 0.60918 -0.55885 3.069 1.507 1.134
O -0.33415 -1.55150 0.67749 0.268 1.374 2.026
O -1.47291 0.34992 -2.90226 -0.120 0.257 -0.012
O 0.97348 1.32233 -2.43424 -0.615 -0.695 0.335
N 1.20940 0.56264 1.25847 -0.665 -1.136 -2.228
N 0.41366 -1.20822 -2.19447 -0.265 0.638 -0.892
N -1.35254 0.38418 2.30677 -0.276 1.146 2.178
H 1.36415 0.39833 0.15529 0.695 1.336 2.815
H -2.17816 -0.21906 2.38979 -1.067 -0.519 -0.061
H -0.24889 -1.94433 -2.05590 -0.450 -0.069 0.152
H -1.54022 0.44512 -0.83913 -4.587 -0.667 -0.311
H 0.97666 1.52294 1.52455 0.692 0.343 -0.560
H 1.20572 -1.33900 -1.62625 1.087 -0.267 0.648
```
Forces are in eV/Å.

Calculated values
- 2S+1 = 3
- gap between HOMO and LUMO (spin up / spin down) (Eh) = 0.161 / 0.242
- expectation value of S² = 2.007
- net charge = -1
- lowest unoccupied orbital energy (spin up / spin down) (eV) = 4.1289 / -0.2703
- molecular weight (g mol⁻¹) = 174.013



Molecular formula: H6NS
Method: DFT, wB97M-V/def2-TZVPD

Geometry as XYZ:
```
8
Properties=species:S:1:pos:R:3:forces:R:3
S -0.53790 0.26062 -1.78646 0.005 0.177 0.035
N 0.59160 -0.40004 1.14813 0.211 -0.183 -0.038
H -1.40130 0.42827 -2.79711 -0.021 -0.165 0.027
H 0.39216 -0.58319 2.13376 -0.065 0.029 -0.006
H 0.64476 0.60634 0.97711 0.011 0.001 0.074
H -0.13966 -0.79730 0.54213 -0.033 0.040 -0.030
H -1.04180 1.31157 -1.12039 -0.003 0.049 -0.069
H 1.49215 -0.82627 0.90284 -0.104 0.052 0.007
```
Forces are in eV/Å.

Calculated values
- 2S+1 = 1
- gap between HOMO and LUMO (Eh) = 0.359
- net charge = +1
- lowest unoccupied orbital energy (eV) = -4.3875
- molecular weight (g mol⁻¹) = 52.122



Molecular formula: H6O2S
Method: DFT, wB97M-V/def2-TZVPD

Geometry as XYZ:
```
9
Properties=species:S:1:pos:R:3:forces:R:3
S -0.21034 0.83700 0.83305 -5.136 2.918 0.857
O 0.83871 0.49620 -2.07585 -1.185 -2.898 -0.340
O -0.15920 -2.10763 0.41731 -1.013 -5.394 1.167
H -1.73366 0.85894 1.11435 2.552 -1.341 0.033
H 0.44881 -0.45767 -2.26586 1.236 3.014 0.634
H 0.03041 -1.24836 0.36120 1.090 5.162 -1.017
H -0.15798 -2.22090 1.37966 -0.103 -0.492 -0.301
H -1.23026 1.90381 0.50007 2.510 -0.765 -0.139
H 0.57204 0.66364 -1.14991 0.049 -0.203 -0.893
```
Forces are in eV/Å.

Calculated values
- 2S+1 = 1
- gap between HOMO and LUMO (Eh) = 0.381
- net charge = 0
- lowest unoccupied orbital energy (eV) = -0.2268
- molecular weight (g mol⁻¹) = 70.113
- SMILES = O.O.S